(1)
DFT (ωB97M-V/def2-TZVPD) results for an isolated molecule of C20H24N2O3S at a distorted geometry.

Output
Total charge = 0
Lowest unoccupied orbital energy = -0.432 eV
Orbital gap = 8.42 eV
SMILES = CCCNS(=O)(=O)c1cccc(C(=O)N[C@@H]2CCCc3ccccc32)c1

XYZ file:
```
50
Properties=species:S:1:pos:R:3:forces:R:3:mulliken_charge:R:1
C 7.455586 1.482790 0.230614 3.66 10.15 -8.94 -1.0890
C 6.700618 1.346803 -1.117653 -5.77 -11.26 9.32 -0.7828
C 5.105767 1.438439 -0.847117 -0.15 -1.65 -3.67 -0.7443
N 4.531776 0.426037 0.054456 2.29 4.57 5.93 -0.2285
S 4.341194 -1.119541 -0.099742 -7.23 7.07 -1.87 1.2854
O 4.475801 -1.352847 -1.393104 0.35 -2.10 -12.00 -0.6738
O 5.211481 -1.747501 0.635137 7.58 -6.96 9.95 -0.6781
C 2.632946 -1.327207 0.180720 5.51 -4.82 5.86 0.6394
C 2.401306 -2.273025 1.205400 -4.11 -3.41 -0.97 -0.5526
C 1.073664 -2.806479 1.348479 -0.81 5.05 0.90 -0.7551
C -0.055609 -1.769622 0.778377 4.06 -3.32 2.09 -0.5372
C 0.305398 -0.635136 0.017712 4.67 -8.23 3.92 -0.1495
C -0.712180 -0.044500 -0.594069 -2.91 9.24 -8.06 0.9133
O -0.401685 0.579784 -1.849454 -2.46 -3.45 6.47 -0.7467
N -1.817693 0.276836 0.173735 1.37 6.54 -11.54 -0.0622
C -3.058165 1.049967 -0.303713 4.44 -3.41 -2.18 0.0725
C -3.288828 2.233903 0.408302 -4.07 -4.36 6.01 -1.7945
C -4.032373 1.596609 1.753768 -1.49 -0.31 -5.00 -1.0141
C -5.473577 0.996126 1.350354 7.65 6.42 -13.25 -1.1923
C -5.172842 0.154462 0.136626 -6.11 -6.00 3.32 0.7792
C -6.188345 -1.148203 -0.040728 -0.04 9.30 7.21 -0.8613
C -5.987347 -1.899566 -1.034735 -3.18 -4.01 -4.84 -0.0035
C -4.942804 -1.768318 -2.068117 -1.71 9.23 11.33 -1.4402
C -4.017208 -0.942135 -1.458401 4.91 -2.77 -8.02 0.0947
C -4.086096 0.093534 -0.588027 -1.24 0.63 1.52 0.2289
C 1.737449 -0.641693 -0.325936 -8.13 5.28 -2.68 -0.6868
H 8.611302 1.415952 -0.121462 -2.56 0.55 1.56 0.2760
H 7.235981 0.813419 0.794701 -2.46 -8.06 6.93 0.4740
H 7.080835 2.530209 0.626496 1.49 -1.86 -0.26 0.2248
H 6.760538 0.126533 -1.408764 0.30 3.15 0.42 0.1746
H 6.977234 1.796360 -1.844553 3.51 6.18 -8.82 0.8733
H 4.380349 1.317499 -1.800647 2.23 0.45 1.67 0.2504
H 5.014130 2.439544 -0.527122 -1.06 0.96 1.11 0.4548
H 4.926744 0.570667 1.120381 -1.43 -0.17 -3.38 0.2905
H 3.175975 -2.942830 1.479914 1.01 0.03 0.87 0.4157
H 0.725559 -3.457177 2.264767 0.88 0.91 -2.38 0.2879
H -0.947617 -2.268278 1.146798 -0.85 1.20 -0.73 0.2922
H -1.920928 -0.178446 0.883748 -1.39 -6.43 10.32 0.1603
H -2.757745 1.405125 -1.198093 1.56 0.65 -3.59 0.7193
H -2.415945 2.614100 0.627004 4.39 2.43 1.34 0.5932
H -3.891392 2.867806 -0.075247 -2.44 2.45 -1.70 0.5342
H -4.268714 2.338292 2.345632 -0.62 3.73 3.69 0.6647
H -3.513756 0.818724 2.222436 1.22 -0.94 0.66 0.4205
H -5.875478 0.795131 2.128447 -5.82 -3.58 9.01 0.9185
H -6.006375 1.834407 0.669904 0.50 -0.98 2.46 0.2440
H -7.080747 -0.930970 0.854586 2.38 -1.70 -3.11 0.1456
H -6.867572 -2.612407 -1.151710 1.45 0.21 -0.34 0.2746
H -4.946810 -2.556432 -2.503674 1.45 -8.91 -6.65 0.6031
H -2.988150 -1.070549 -2.091174 -1.87 0.84 1.79 0.1217
H 1.854342 0.133784 -0.995266 1.08 1.46 -1.67 0.5655
```
Forces are in eV/Å.

***

(2)
DFT (ωB97M-V/def2-TZVPD) results for an isolated molecule of C20H24N2O4.

Output
Total charge = 0
Lowest unoccupied orbital energy = 0.656 eV
Orbital gap = 8.87 eV
SMILES = CCOc1ccc(NC(=O)[C@H](CC)NC(=O)c2ccccc2CO)cc1

XYZ file:
```
50
Properties=species:S:1:pos:R:3:forces:R:3:mulliken_charge:R:1
C -8.297652 -2.012262 0.103532 0.43 0.15 -0.02 -1.4254
C -6.837118 -1.802937 -0.264050 -0.21 -0.26 -0.16 -0.2645
O -6.339175 -0.750898 0.539714 -0.06 0.13 0.15 -0.3892
C -5.038538 -0.382592 0.412033 0.24 0.10 0.00 0.5597
C -4.124893 -0.947279 -0.471364 -0.43 -0.03 0.13 -0.3695
C -2.817044 -0.495658 -0.515504 0.26 0.09 0.00 -0.7248
C -2.398065 0.528123 0.322351 -0.33 -0.25 -0.17 0.5531
N -1.084790 1.026380 0.327967 0.01 0.23 0.29 -0.0368
C -0.032429 0.656880 -0.435259 0.40 0.30 0.39 0.4937
O -0.035527 -0.220172 -1.275456 -0.09 -0.16 -0.24 -0.7297
C 1.236440 1.474610 -0.169347 0.16 0.18 -0.21 -0.3676
C 1.267997 2.723099 -1.072588 -0.14 0.02 0.25 -0.5209
C 0.196285 3.747320 -0.724029 0.13 -0.08 -0.19 -1.3613
N 2.361556 0.618953 -0.465375 -0.32 -0.09 -0.15 -0.1223
C 3.464454 0.569508 0.305977 -0.12 -0.15 -0.37 0.7092
O 3.612204 1.302578 1.273635 0.03 0.19 0.36 -0.7735
C 4.483754 -0.420204 -0.151927 0.27 -0.14 -0.09 0.5021
C 4.813249 -0.466511 -1.503807 -0.06 0.05 0.10 -0.4014
C 5.775883 -1.344752 -1.964281 0.06 -0.08 -0.06 -0.7290
C 6.413135 -2.191959 -1.073862 0.02 0.00 -0.08 -0.5924
C 6.088977 -2.150822 0.270308 -0.09 0.07 0.02 -0.7754
C 5.129598 -1.270194 0.751877 -0.03 0.03 0.15 0.4450
C 4.809435 -1.232358 2.229835 -0.20 -0.08 -0.03 -0.7530
O 5.340363 -0.100426 2.866081 0.17 0.39 0.18 -0.5742
C -3.313478 1.098751 1.206028 0.04 -0.10 -0.12 -0.6214
C -4.613717 0.650953 1.250765 -0.12 -0.16 -0.10 -0.6379
H -8.718015 -2.815513 -0.494671 -0.06 -0.08 -0.05 0.4167
H -8.859780 -1.100121 -0.076481 -0.09 0.06 -0.03 0.3269
H -8.381818 -2.268360 1.156038 -0.05 -0.05 0.09 0.3265
H -6.263896 -2.722037 -0.079125 0.00 0.13 -0.06 0.3667
H -6.747077 -1.540105 -1.327325 0.07 -0.04 0.12 0.3577
H -4.415230 -1.745129 -1.135885 -0.05 -0.07 -0.05 0.3730
H -2.119160 -0.942564 -1.202961 0.02 -0.01 -0.01 0.4891
H -0.925217 1.763018 1.001714 0.13 -0.14 -0.16 0.1912
H 1.316660 1.776940 0.880991 -0.07 -0.05 -0.13 0.4262
H 2.254569 3.178186 -0.963978 0.02 -0.09 -0.03 0.4178
H 1.152785 2.403001 -2.110441 0.09 -0.04 -0.02 0.3037
H 0.276794 4.047924 0.318870 -0.04 0.07 0.14 0.3262
H 0.322822 4.634176 -1.340012 -0.05 0.11 0.00 0.4015
H -0.800990 3.352527 -0.904803 -0.11 0.05 0.01 0.3272
H 2.197774 -0.062783 -1.194483 0.09 -0.05 0.15 0.3578
H 4.327360 0.208643 -2.193674 -0.04 0.05 -0.06 0.5176
H 6.028548 -1.366408 -3.013797 0.02 0.01 -0.08 0.3987
H 7.165520 -2.881768 -1.426194 0.06 -0.06 -0.03 0.3821
H 6.589692 -2.809908 0.964016 0.04 -0.07 0.09 0.3557
H 5.256687 -2.097854 2.726201 -0.12 0.01 -0.11 0.4100
H 3.716569 -1.278983 2.367934 0.14 -0.07 0.00 0.2377
H 4.892047 0.675074 2.479952 0.05 -0.21 0.04 0.4565
H -3.000185 1.898245 1.862804 0.02 0.09 0.08 0.3271
H -5.327350 1.085656 1.932074 -0.08 0.06 0.09 0.4137
```
Forces are in eV/Å.

***

Question: What is the formula in the second record?
Answer: C20H24N2O4